Entry 1:
ORCA calculation (the ωB97M-V functional and the def2-TZVPD basis) on a structure of composition C28H34N7O2Tl.

net charge = +2
energy relative to the best compared isomer or geometry (same formula, charge and spin) = 0.0997 eV
HOMO-LUMO gap = 6.9219 eV
strongest force on any atom = 0.36 eV/Å

Last column: Löwdin charge in e.
Positions of all 72 atoms, in Å:
Tl  -0.224  0.036  1.048  1.1362
N  3.455  -2.435  -0.024  0.1583
C  2.569  -1.469  0.133  -0.1066
N  1.366  -1.658  0.618  0.0573
C  0.931  -2.951  0.892  -0.2600
N  -0.314  -3.228  1.111  0.0980
N  -1.152  -2.143  1.027  -0.0720
C  -2.398  -2.384  0.907  -0.0200
C  -3.369  -1.288  0.796  -0.2551
C  -4.689  -1.567  0.485  0.0180
C  -5.574  -0.507  0.325  -0.0096
C  -5.100  0.782  0.480  -0.0097
C  -3.760  0.968  0.801  -0.0973
N  -2.911  -0.038  0.968  0.0459
C  1.914  -4.028  0.874  -0.0844
C  1.614  -5.330  1.283  0.0077
C  2.577  -6.312  1.206  -0.0324
C  3.849  -6.015  0.711  -0.0270
C  4.163  -4.736  0.297  0.0088
C  3.189  -3.750  0.385  -0.1581
H  4.350  -2.219  -0.440  0.1781
H  2.849  -0.470  -0.181  0.1348
H  -2.742  -3.415  0.856  0.1493
H  -5.014  -2.592  0.361  0.1293
H  -6.611  -0.691  0.079  0.1280
H  -5.748  1.638  0.355  0.1238
H  -3.358  1.968  0.918  0.1257
H  0.621  -5.547  1.652  0.1212
H  2.347  -7.320  1.523  0.1215
H  4.597  -6.793  0.649  0.1244
H  5.148  -4.504  -0.089  0.1272
N  -1.001  -0.088  3.271  -0.0211
C  -0.156  0.109  4.479  -0.2040
C  0.003  1.583  4.850  -0.1725
C  1.191  2.334  4.251  -0.1830
C  1.154  2.647  2.764  -0.2053
N  1.443  1.458  1.916  -0.0105
H  -1.823  0.509  3.334  0.0925
H  -1.362  -1.039  3.256  0.0840
H  0.812  -0.366  4.303  0.1203
H  -0.623  -0.419  5.310  0.1282
H  0.103  1.636  5.935  0.1252
H  -0.928  2.114  4.621  0.1232
H  2.120  1.799  4.479  0.1249
H  1.274  3.290  4.770  0.1275
H  1.908  3.406  2.550  0.1300
H  0.188  3.058  2.464  0.1256
H  2.206  0.932  2.336  0.1031
H  1.776  1.757  0.998  0.0702
C  -0.374  3.611  -6.637  -0.0313
C  -0.204  2.999  -5.276  -0.2369
C  0.796  3.434  -4.416  0.0082
C  0.969  2.884  -3.155  -0.1839
C  2.082  3.408  -2.286  -0.0303
C  0.078  1.882  -2.737  -0.0653
C  -0.953  1.430  -3.581  -0.1830
C  -1.918  0.333  -3.205  -0.0301
C  -1.059  1.992  -4.843  0.0052
C  0.256  1.284  -1.399  -0.5253
O  -0.843  1.030  -0.721  -0.1161
O  1.360  1.021  -0.894  -0.0419
H  0.538  4.103  -6.969  0.0831
H  -1.168  4.360  -6.615  0.0948
H  -0.654  2.860  -7.374  0.0865
H  1.466  4.222  -4.740  0.1247
H  2.469  4.337  -2.700  0.0856
H  2.901  2.692  -2.222  0.0868
H  1.743  3.613  -1.268  0.0770
H  -1.420  -0.506  -2.718  0.0804
H  -2.412  -0.043  -4.099  0.0856
H  -2.683  0.702  -2.521  0.0810
H  -1.829  1.630  -5.514  0.1258

Entry 2:
ORCA calculation (the ωB97M-V functional and the def2-TZVPD basis) on a structure of composition C28H35As3Cl3F5N3O5S2Zr at a distorted geometry.

net charge = +1
energy relative to the best compared isomer or geometry (same formula, charge and spin) = 1.6527 eV
HOMO-LUMO gap = 7.8708 eV
strongest force on any atom = 3.30 eV/Å

Last column: Löwdin charge in e.
Positions of all 85 atoms, in Å:
Zr  0.057  -0.792  -0.586  1.4799
C  3.806  -1.288  -2.512  -0.2470
As  2.788  -0.750  -0.915  1.1714
C  3.413  -2.163  0.287  -0.2483
C  4.105  0.678  -0.390  -0.2838
C  3.525  1.990  0.168  -0.6786
C  2.877  1.724  1.531  -0.0688
C  2.517  2.559  -0.847  -0.2963
As  0.666  1.795  -0.836  1.1287
C  0.418  2.015  -2.772  -0.2648
C  -0.363  3.383  -0.284  -0.2426
C  4.700  2.973  0.301  -0.3754
As  4.621  4.781  1.173  1.1427
C  2.733  5.358  1.085  -0.3575
C  4.580  4.224  3.061  -0.3484
H  4.861  -1.327  -2.252  0.0414
H  3.653  -0.563  -3.311  0.0382
H  3.488  -2.266  -2.863  -0.0244
H  4.463  -2.385  0.107  0.0420
H  2.811  -3.056  0.123  0.0275
H  3.269  -1.843  1.318  0.0311
H  4.676  0.904  -1.293  0.0787
H  4.782  0.228  0.338  0.0906
H  2.233  0.848  1.489  0.0389
H  2.284  2.582  1.851  0.0648
H  3.648  1.539  2.280  0.0944
H  2.900  2.393  -1.857  0.0834
H  2.415  3.632  -0.703  0.0479
H  0.804  2.972  -3.118  0.0445
H  -0.644  1.954  -3.000  0.0304
H  0.924  1.202  -3.293  0.0270
H  0.004  4.263  -0.806  0.0386
H  -0.285  3.534  0.791  0.0283
H  -1.406  3.203  -0.540  0.0304
H  5.103  3.168  -0.697  0.0627
H  5.509  2.484  0.854  0.0706
H  2.478  5.717  0.088  0.0133
H  2.644  6.204  1.767  0.0231
H  2.026  4.589  1.391  -0.0072
H  5.439  3.590  3.276  0.0206
H  3.664  3.698  3.324  0.0067
H  4.663  5.115  3.683  0.0173
F  -3.306  -1.745  4.748  0.1441
C  -2.291  -1.490  3.932  -0.1331
C  -2.416  -0.510  2.962  -0.1398
F  -3.548  0.178  2.819  0.1308
C  -1.346  -0.267  2.130  -0.1450
F  -1.419  0.648  1.104  0.0008
C  -0.168  -1.007  2.160  -0.2760
O  0.775  -0.784  1.242  -0.3091
C  -0.076  -1.990  3.145  -0.1558
F  1.015  -2.746  3.167  0.1379
C  -1.113  -2.218  4.027  -0.1387
F  -1.012  -3.175  4.942  0.1435
N  -8.061  0.081  -0.856  0.1427
C  -6.751  -0.172  -1.077  -0.2916
C  -6.361  -1.199  -1.958  -0.0069
C  -5.032  -1.480  -2.160  -0.0791
C  -4.068  -0.731  -1.491  -0.3256
C  -4.428  0.294  -0.614  -0.0477
C  -5.755  0.575  -0.415  -0.0023
S  -2.397  -1.177  -1.558  0.6290
O  -2.121  -2.124  -2.600  -0.2769
O  -1.550  0.056  -1.636  -0.4678
N  -1.882  -1.695  -0.136  -0.2532
C  -2.218  -2.966  0.312  -0.6769
S  -3.741  -3.748  -0.073  1.0756
C  -3.259  -5.084  0.908  -0.3713
C  -2.036  -4.852  1.429  -0.2157
N  -1.452  -3.660  1.083  0.0708
H  -8.768  -0.407  -1.375  0.1106
H  -8.349  0.859  -0.292  0.1103
H  -7.122  -1.778  -2.465  0.1215
H  -4.725  -2.271  -2.833  0.1225
H  -3.657  0.861  -0.108  0.1090
H  -6.047  1.372  0.256  0.1211
H  -3.904  -5.939  1.025  0.0706
H  -1.498  -5.526  2.080  0.1166
Cl  0.074  -3.269  -4.779  0.6959
C  0.411  -3.747  -3.134  -1.4967
Cl  2.041  -4.450  -3.020  0.6770
Cl  -0.753  -4.938  -2.553  0.6882
C  0.444  -2.532  -2.188  -0.8371
O  0.498  -2.754  -0.943  -0.1684
O  0.525  -1.354  -2.614  -0.1755

Entry 3:
ORCA calculation (the ωB97M-V functional and the def2-TZVPD basis) on an isolated molecule of C28H35BBr2F3N3O6S at a distorted geometry.

energy relative to the best compared isomer or geometry (same formula, charge and spin) = 0.0000 eV
HOMO-LUMO gap = 8.3027 eV
strongest force on any atom = 1.78 eV/Å

Last column: Löwdin charge in e.
Positions of all 79 atoms, in Å:
C  1.854  4.023  1.662  -0.0977
C  1.286  3.012  0.627  -0.2241
C  -0.204  3.273  0.502  -0.2301
N  -0.891  2.383  -0.443  0.0257
C  -0.493  1.006  -0.428  -0.1534
C  -0.578  0.170  0.698  -0.0830
C  -1.157  0.709  1.994  -0.0978
C  -2.598  1.282  1.772  -0.1221
C  -3.624  0.706  2.769  -0.1557
O  -4.761  0.169  2.063  -0.0411
C  -5.668  1.167  1.788  -0.5213
C  -6.744  1.392  2.826  0.0190
O  -5.592  1.833  0.796  0.1377
C  -0.120  -1.144  0.584  -0.1010
C  -0.185  -2.045  1.811  -0.1201
C  -1.619  -2.606  1.905  -0.1689
C  -1.774  -3.797  2.869  -0.8034
F  -0.598  -4.397  3.157  0.0029
Br  -2.956  -5.101  2.017  0.8513
C  -2.396  -3.385  4.235  -0.9388
F  -2.287  -4.413  5.083  0.0423
F  -3.678  -3.081  4.071  0.0468
Br  -1.453  -1.913  5.085  0.8956
C  0.370  -1.651  -0.618  0.0417
B  0.821  -3.177  -0.726  -0.5286
O  0.062  -3.958  -1.563  0.1697
N  1.961  -3.748  0.019  -0.1206
C  3.061  -4.103  -0.885  -0.0799
C  1.504  -4.947  0.748  -0.0817
C  0.448  -0.819  -1.725  -0.0262
C  0.018  0.504  -1.615  -0.0029
C  0.141  1.390  -2.838  -0.2395
O  -0.640  2.246  -3.158  0.1572
C  1.345  1.090  -3.696  -0.1750
O  1.946  2.125  -4.331  -0.0196
C  2.779  2.889  -3.438  -0.1893
C  3.993  3.343  -4.224  -0.2200
C  5.050  4.012  -3.349  -0.1066
C  1.761  -0.161  -3.789  -0.1138
N  2.913  -0.561  -4.560  0.1364
C  2.622  -0.935  -5.688  -0.7595
S  2.521  -1.141  -7.225  0.7868
C  1.020  -1.238  -3.050  -0.2438
O  0.929  -2.330  -3.557  0.1431
H  1.771  3.591  2.661  0.0687
H  2.890  4.283  1.464  0.0672
H  1.238  4.923  1.694  0.0683
H  1.511  2.023  1.021  0.1041
H  1.800  3.211  -0.312  0.0989
H  -0.321  4.288  0.111  0.1231
H  -0.678  3.298  1.492  0.0936
H  -1.894  2.481  -0.395  0.1208
H  -0.471  1.482  2.340  0.1101
H  -1.259  -0.054  2.753  0.0454
H  -2.611  2.367  1.853  0.1062
H  -2.900  0.993  0.770  0.1163
H  -3.230  -0.115  3.366  0.0788
H  -3.924  1.489  3.472  0.1304
H  -6.779  0.588  3.555  0.0845
H  -6.515  2.333  3.325  0.0912
H  -7.705  1.499  2.330  0.0893
H  0.571  -2.822  1.778  0.0960
H  0.066  -1.415  2.659  0.0842
H  -2.280  -1.798  2.219  0.0957
H  -1.958  -2.889  0.913  0.1033
H  0.623  -4.510  -2.120  0.1081
H  3.442  -3.221  -1.400  0.0909
H  3.879  -4.495  -0.278  0.0897
H  2.781  -4.885  -1.606  0.0874
H  0.429  -4.943  0.926  0.0677
H  1.745  -5.870  0.210  0.0899
H  1.988  -4.990  1.727  0.0928
H  2.217  3.728  -3.015  0.1321
H  3.075  2.267  -2.587  0.1304
H  3.650  4.047  -4.982  0.1173
H  4.423  2.451  -4.677  0.1134
H  5.285  3.455  -2.441  0.0719
H  5.969  4.103  -3.930  0.0702
H  4.785  5.032  -3.068  0.0715